The following is a quantum chemistry calculation of a 2-piece molecular cluster, C25H29N6O4 overall in a non-equilibrium geometry, from the Open Molecules 2025 dataset.

Calculated values
- LUMO energy: -2.90 eV
- HOMO-LUMO gap: 6.75 eV
- Charge: +1

Geometry as XYZ:
```
64
Properties=species:S:1:pos:R:3:forces:R:3:nbo_charge:R:1
O -0.2406 -3.7990 -0.2843 0.03 -0.09 0.52 -0.64
O -2.2940 1.4233 -6.2886 0.28 -0.01 0.17 -0.64
O 2.0345 0.2152 -6.1618 -0.12 0.15 0.28 -0.63
O 1.7399 -3.3954 -2.1154 -0.38 0.88 1.50 -0.55
C 0.6532 -3.0470 0.0959 -1.27 -0.72 -2.81 0.63
C -2.1746 0.2338 -6.0245 -1.31 0.93 -0.92 0.69
C 0.9732 0.8250 -6.1091 1.05 -0.91 -0.27 0.65
C 0.7688 -0.5517 7.6462 -0.19 0.06 -0.42 -0.27
C -0.9413 0.6509 -1.7703 0.34 -0.52 -0.46 -0.06
C 0.2930 -0.7492 6.3742 0.37 0.45 1.10 -0.04
C -0.3049 -0.2688 -2.5599 0.14 1.06 -0.42 0.16
C -1.7546 -1.3560 -1.2935 0.35 0.10 0.38 0.27
C 1.3539 3.0203 8.8545 -0.03 -0.84 0.02 -0.23
C 0.9522 3.6554 7.6709 -0.20 -0.76 -0.55 -0.21
C 1.3853 -1.1963 1.6700 -0.51 0.17 0.40 -0.18
C -0.7898 -2.1931 1.9645 0.12 0.04 -0.08 -0.18
C 1.3334 1.6226 8.9410 0.04 0.93 -0.05 -0.17
C 0.5317 2.8959 6.5688 0.03 0.33 -0.01 -0.27
C 1.1063 -0.2955 2.7104 -0.15 -0.35 -0.29 -0.15
C -1.0667 -1.2868 2.9959 0.49 -0.08 -0.37 -0.21
C 0.4296 -2.1489 1.2572 0.76 0.91 1.11 -0.18
C 0.9106 0.8762 7.8372 0.15 -0.94 0.56 -0.12
C 0.5152 1.4957 6.6538 -0.14 0.25 -0.24 0.20
C -0.1304 -0.3138 3.3706 0.05 -0.23 -0.10 0.00
N 1.7176 -2.8684 -0.7788 0.32 0.00 0.90 -0.34
N -1.8375 -0.0465 -0.9766 0.33 -0.85 -0.75 -0.46
N 0.5549 1.6486 -7.0760 -0.87 0.66 -0.05 -0.60
N 0.1447 0.4916 5.7486 0.09 0.05 -0.74 -0.38
N -1.1238 -0.2431 -5.3528 1.21 -0.33 0.94 -0.62
N -0.8157 -1.5146 -2.2476 -0.67 0.93 0.91 -0.48
C -3.2288 -0.7585 -6.4575 0.14 0.11 0.02 -0.71
C 1.3123 1.9663 -8.2865 0.21 -0.34 0.26 -0.42
C -0.4764 0.7223 4.4298 0.19 -0.15 0.63 -0.23
C 0.6815 0.0250 -3.6676 -0.07 -0.61 -0.20 -0.44
C 0.0087 0.5999 -4.9319 -0.69 0.29 0.11 -0.12
H 1.8862 -4.3658 -2.1150 -0.03 0.60 0.76 0.50
H 0.9893 -1.3193 8.3821 -0.07 0.16 -0.28 0.23
H -0.7903 1.7252 -1.7944 -0.31 -0.32 0.31 0.26
H 0.0690 -1.7148 5.9310 -0.05 0.48 -0.30 0.22
H -2.2738 -2.1709 -0.7919 0.20 0.33 -0.21 0.27
H 1.6783 3.6112 9.7059 -0.05 -0.09 -0.13 0.22
H 0.9668 4.7395 7.6094 -0.03 -0.18 -0.07 0.22
H 2.3589 -1.1274 1.1934 -0.09 -0.02 0.07 0.21
H -1.5413 -2.9389 1.7141 0.26 0.05 -0.08 0.24
H 1.6387 1.1220 9.8543 -0.03 0.05 -0.09 0.22
H 0.2226 3.3983 5.6591 -0.01 0.05 0.03 0.21
H 1.8559 0.4358 3.0040 -0.09 -0.12 -0.05 0.23
H -2.0205 -1.3452 3.5142 0.12 0.01 -0.08 0.23
H 2.4186 -2.1778 -0.5123 0.12 -0.60 -1.03 0.39
H -2.4406 0.3584 -0.2657 0.13 -0.30 -0.24 0.46
H -0.3809 2.0299 -6.9850 0.12 -0.05 0.04 0.43
H -1.0569 -1.2404 -5.2299 0.16 -0.01 -0.12 0.40
H -0.4008 -2.4059 -2.5199 -0.19 0.02 0.10 0.48
H -2.7750 -1.5297 -7.0781 -0.06 -0.16 0.04 0.23
H -3.9880 -0.2345 -7.0387 0.16 -0.04 0.13 0.26
H -3.6939 -1.2077 -5.5822 -0.05 -0.18 0.00 0.23
H 2.2120 2.5273 -8.0263 -0.03 -0.07 -0.08 0.21
H 0.7024 2.5650 -8.9654 -0.03 -0.11 0.26 0.22
H 1.6093 1.0461 -8.7947 0.02 0.10 0.05 0.22
H -1.5613 0.7624 4.5664 -0.03 -0.03 -0.16 0.20
H -0.1615 1.7016 4.0582 0.05 -0.07 0.21 0.22
H 1.2067 -0.8980 -3.9260 0.15 0.08 -0.03 0.25
H 1.4296 0.7338 -3.3060 -0.04 -0.11 -0.10 0.26
H -0.3806 1.5845 -4.6674 -0.38 -0.06 -0.04 0.23
```
Positions in Å, forces in eV/Å.

---

The following is a quantum chemistry calculation of C25H29N8O2STi as an isolated structure in a non-equilibrium geometry, from the Open Molecules 2025 dataset.

Calculated values
- LUMO energy (spin up / spin down): -4.17 / -4.67 eV
- <S²>: 2.01
- HOMO-LUMO gap (spin up / spin down): 4.93 / 4.43 eV
- Charge: +1
- Multiplicity: 3

Geometry as XYZ:
```
66
Properties=species:S:1:pos:R:3:forces:R:3:nbo_charge:R:1
Ti 1.4872 0.9447 -0.7505 1.74 -0.12 2.07 1.55
N 0.3800 0.3822 1.2435 0.24 -0.88 -0.09 -0.85
C -0.2696 1.6366 1.4514 0.91 -0.86 2.53 0.12
C -0.4084 2.1896 2.7439 -0.50 0.05 -1.45 -0.16
C -1.0837 3.4142 2.8688 -0.03 0.72 -1.17 -0.18
C -1.5424 4.0675 1.7323 -0.31 0.27 0.47 -0.16
C -1.3125 3.5714 0.4495 1.25 -1.65 0.28 -0.10
C -1.6792 4.1911 -0.7312 -2.07 0.01 -1.60 -0.05
C -1.5721 3.5099 -1.9429 -1.12 1.62 -0.95 -0.27
C -0.8915 2.3030 -2.0700 0.10 -0.91 1.32 0.14
N -0.3740 1.7000 -0.9840 -2.19 2.10 1.27 -0.56
C -0.6502 2.3050 0.3189 -0.48 0.79 -2.74 0.14
H 1.1040 0.1195 1.9503 -1.11 0.27 -0.88 0.44
H -0.2691 -0.3827 0.9876 0.54 0.51 0.58 0.42
H -0.0477 1.6338 3.5957 0.02 0.00 0.08 0.24
H -1.2445 3.9899 3.7632 0.12 -0.57 0.63 0.24
H -2.1382 4.9826 1.8153 0.42 -0.22 0.10 0.23
H -2.3489 5.0782 -0.6511 0.96 -0.46 -0.31 0.24
H -2.0984 3.9128 -2.8571 0.87 -0.35 1.18 0.25
H -0.8618 1.7527 -3.0282 0.39 0.47 0.63 0.24
N 7.5270 2.6950 -1.3468 1.99 -1.43 -0.37 -0.80
C 6.5595 2.2262 -0.4881 -1.01 0.00 -0.56 0.17
C 5.5087 3.1308 -0.1881 1.70 0.05 -0.23 -0.24
C 4.3534 2.6942 0.3443 -0.04 -2.18 0.08 -0.24
C 4.2125 1.3136 0.5354 -1.06 0.61 -0.25 0.27
C 5.3312 0.4790 0.5668 -2.43 -0.99 0.50 -0.26
C 6.4796 0.8985 -0.0340 1.75 0.98 -0.02 -0.27
S 2.8370 0.8208 -3.0436 -0.23 3.41 1.45 1.18
O 2.4364 2.1525 -2.0447 0.83 -2.85 -2.54 -0.84
O 2.8974 0.8500 0.4865 0.46 -0.23 0.42 -0.80
N 1.7631 -0.1713 -2.4224 -0.09 -0.76 0.45 -0.87
C 2.1870 -1.4138 -1.8666 0.37 1.21 -2.97 0.52
N 1.5072 -1.7333 -0.8161 -0.73 -1.36 2.25 -0.49
C 1.8674 -2.8620 -0.1637 1.22 -0.19 -3.22 0.11
C 2.9763 -3.5719 -0.6875 -0.73 0.08 0.68 -0.31
C 3.5966 -3.1196 -1.8518 0.51 0.18 -1.27 0.10
N 3.1420 -2.0258 -2.5572 0.99 -2.10 2.32 -0.44
H 7.2984 3.5432 -1.7876 -0.07 0.91 -0.57 0.38
H 8.1265 2.0694 -1.9312 -1.10 0.76 1.16 0.39
H 5.5992 4.1722 -0.4407 0.24 0.28 -0.16 0.21
H 3.5086 3.3030 0.4872 -0.89 0.83 0.06 0.21
H 5.1505 -0.5176 1.0112 0.46 0.39 -0.69 0.22
H 7.3657 0.2575 -0.1085 -0.44 0.17 -0.03 0.22
H 1.1512 -3.3137 0.4805 -0.10 0.06 1.04 0.22
H 3.2717 -4.5263 -0.2604 0.08 0.28 0.04 0.24
H 4.4809 -3.7119 -2.2755 -1.50 1.06 0.48 0.23
C -5.0657 -2.5045 2.0808 0.35 0.11 -0.90 -0.26
C -6.1838 -3.0231 1.1197 -0.45 -1.45 0.67 -0.27
N -5.7045 -3.2551 -0.2578 1.05 0.95 0.69 -0.39
C -4.5112 -4.1433 -0.1361 -1.94 -0.82 -0.16 -0.27
C -3.3870 -3.5273 0.6721 -0.53 0.61 1.91 -0.27
N -3.8144 -2.2298 1.3359 -0.66 -0.22 -2.05 -0.41
C -4.2148 -1.3041 0.1608 0.06 0.17 2.40 -0.26
C -5.2150 -1.9595 -0.7828 -0.57 -0.33 0.48 -0.27
H -4.8095 -3.3019 2.8114 -0.38 0.95 0.04 0.20
H -5.3965 -1.5271 2.4558 0.21 -0.51 0.73 0.20
H -7.0725 -2.3617 1.1284 0.49 -0.33 -0.19 0.21
H -6.4814 -4.0320 1.5403 -0.13 1.06 -0.66 0.20
H -4.2061 -4.4073 -1.1556 0.03 -0.11 0.24 0.21
H -4.9823 -5.0260 0.3620 0.93 0.25 -0.43 0.21
H -2.5550 -3.2712 0.0811 1.11 0.27 -1.00 0.19
H -3.0068 -4.2225 1.4470 -0.32 0.37 -0.21 0.20
H -3.3235 -1.0279 -0.3623 0.77 0.08 -0.31 0.19
H -4.6047 -0.3522 0.6169 0.20 -0.91 -0.28 0.19
H -4.7105 -2.1747 -1.7117 -0.18 0.07 -0.60 0.20
H -6.0689 -1.2892 -0.9084 0.02 -0.17 -0.39 0.21
```
Positions in Å, forces in eV/Å.

---

The following is a quantum chemistry calculation of C25H30Br2LiN5O3PSSbSe4 as an isolated structure in a non-equilibrium geometry, from the Open Molecules 2025 dataset.

Calculated values
- LUMO energy (spin up / spin down): -1.62 / -1.88 eV
- HOMO-LUMO gap (spin up / spin down): 5.45 / 5.19 eV

Geometry as XYZ:
```
73
Properties=species:S:1:pos:R:3:forces:R:3:mulliken_charge:R:1
Li 0.4042 0.3903 0.5389 0.02 0.07 0.71 0.06
C -1.0778 -2.2703 4.9901 0.13 -0.17 -0.02 -0.83
N -1.6627 -1.0242 4.5524 -0.06 0.41 -0.21 0.32
C -2.4377 -0.1772 5.3130 -0.11 0.11 0.13 -0.72
C -2.7344 0.8922 4.5627 -0.01 0.06 0.13 -0.44
N -2.1301 0.7206 3.3184 0.15 -0.36 0.36 0.47
C -1.4708 -0.4889 3.3170 -0.15 -0.18 -0.07 -0.04
S -0.6761 -1.2947 2.0918 0.38 -0.13 0.02 -0.35
C -2.1258 1.7116 2.3139 0.04 0.35 -0.34 0.55
C -2.4463 3.0263 2.6563 -0.02 -0.06 0.03 -0.56
C -2.4519 3.9816 1.6607 -0.07 -0.12 0.01 -0.89
C -2.1656 3.6011 0.3588 0.08 0.06 -0.07 -0.92
C -1.8337 2.2807 0.1286 -0.15 0.00 0.00 -0.38
N -1.8023 1.3490 1.0824 -0.15 -0.01 0.05 0.30
H -1.6108 -2.6279 5.8678 -0.03 0.06 0.00 0.32
H -0.0218 -2.1327 5.2285 -0.03 0.02 -0.01 0.26
H -1.1530 -2.9961 4.1834 -0.03 -0.02 0.05 0.32
H -2.7195 -0.4058 6.3244 0.00 -0.04 0.01 0.45
H -3.3422 1.7414 4.8038 0.01 0.02 -0.02 0.44
H -2.6367 3.3140 3.6780 0.05 -0.01 0.01 0.30
H -2.6665 5.0126 1.9059 -0.01 0.01 -0.01 0.38
H -2.1640 4.3184 -0.4498 -0.01 -0.01 -0.02 0.46
H -1.5767 1.9301 -0.8660 0.02 0.08 -0.05 0.74
Br 3.1006 3.2614 -4.6894 -0.04 -0.04 0.13 -0.14
C 2.5053 2.6387 -3.0035 -0.06 0.02 -0.06 -0.57
C 1.6260 3.3967 -2.2532 0.02 -0.05 -0.02 -1.20
C 1.1903 2.8555 -1.0547 0.07 0.23 0.00 -0.33
N 1.5564 1.6649 -0.6094 0.00 -0.22 -0.09 0.92
C 2.4400 0.9605 -1.3189 0.00 0.44 -0.20 0.34
C 2.9383 1.4144 -2.5348 0.09 -0.10 0.06 -0.89
C 2.8602 -0.3285 -0.7290 0.34 -0.26 0.12 1.14
C 3.9848 -1.0108 -1.1804 0.03 0.05 0.02 -0.96
C 4.3482 -2.1704 -0.5263 -0.01 -0.15 0.00 -0.42
Br 5.8761 -3.1372 -1.0862 -0.12 0.12 0.04 -0.17
C 3.5880 -2.6403 0.5290 0.09 0.05 -0.01 -0.85
C 2.4685 -1.9062 0.8826 0.11 -0.07 0.07 -0.57
N 2.1165 -0.7757 0.2834 -0.08 0.01 -0.09 0.83
H 1.2794 4.3643 -2.5844 0.04 0.02 0.00 0.50
H 0.5312 3.4193 -0.4070 -0.02 -0.01 0.00 0.42
H 3.6347 0.8237 -3.1094 -0.01 0.02 -0.04 0.50
H 4.5916 -0.6409 -1.9916 0.00 0.05 0.00 0.53
H 3.8645 -3.5355 1.0654 -0.05 -0.03 0.00 0.47
H 1.8262 -2.2420 1.6857 0.00 0.04 0.08 0.38
C -3.3002 -2.3750 -0.4968 0.16 0.14 -0.19 -0.89
C -3.0845 -1.3716 -1.6155 -0.19 -0.03 0.19 -0.06
O -1.7984 -1.5227 -2.2261 0.09 -0.10 0.22 -0.35
P -0.4725 -0.8415 -1.5468 -0.28 -0.07 -0.75 1.46
O -0.2190 0.4252 -2.5099 -0.18 0.05 -0.10 -0.38
C -0.3584 0.3652 -3.9408 -0.01 0.01 -0.14 -0.18
C -1.4278 1.3453 -4.3783 0.07 -0.14 0.18 -1.31
O 0.6046 -1.8612 -2.2035 0.13 0.03 -0.10 -0.36
C 0.6376 -3.2032 -1.7034 -0.08 -0.22 -0.07 0.01
C 0.1472 -4.1788 -2.7554 -0.03 0.18 0.07 -1.55
H -4.3136 -2.2769 -0.1064 -0.01 -0.03 0.04 0.43
H -2.5915 -2.1843 0.3096 -0.04 -0.05 0.07 -0.08
H -3.1570 -3.3898 -0.8693 -0.04 -0.03 0.01 0.28
H -3.2061 -0.3530 -1.2309 -0.01 0.00 -0.07 0.11
H -3.8053 -1.5329 -2.4185 0.01 0.12 0.02 0.38
H -0.6082 -0.6523 -4.2416 0.02 0.01 -0.04 0.28
H 0.6103 0.6253 -4.3719 0.01 -0.01 0.06 0.32
H -2.4034 1.0260 -4.0098 -0.03 0.00 -0.03 0.27
H -1.4622 1.4015 -5.4659 -0.02 0.04 -0.02 0.45
H -1.2165 2.3349 -3.9716 0.03 0.04 -0.08 0.23
H 0.0211 -3.2782 -0.7993 0.07 -0.02 0.05 0.21
H 1.6708 -3.4278 -1.4369 0.00 0.09 0.07 0.28
H -0.8795 -3.9450 -3.0328 -0.02 -0.03 -0.02 0.28
H 0.1922 -5.1955 -2.3642 0.00 -0.03 -0.02 0.42
H 0.7730 -4.1162 -3.6451 0.01 -0.02 -0.02 0.35
Se 4.8675 2.2106 1.2949 -0.62 -0.18 0.89 -0.58
Sb 3.1834 2.1685 3.1108 0.13 0.71 -1.43 0.72
Se 4.1210 3.4884 5.0144 0.13 0.03 0.05 -0.29
Se 2.6767 -0.0576 4.1239 -0.20 -0.20 0.02 -0.29
Se 0.9743 3.1087 2.5582 0.41 -0.55 0.43 -0.35
```
Positions in Å, forces in eV/Å.

---

The following is a quantum chemistry calculation of one molecule with the formula C25H30N2O5, from the Open Molecules 2025 dataset.

Calculated values
- LUMO energy: -0.22 eV
- HOMO-LUMO gap: 8.32 eV
- SMILES: COCCCN1C(=O)C(=O)/C(=C(/O)c2ccc(OCC(C)C)cc2C)[C@H]1c1cccnc1

Geometry as XYZ:
```
62
Properties=species:S:1:pos:R:3:forces:R:3:nbo_charge:R:1
C -2.8821 -5.9321 -2.4682 0.01 0.02 -0.03 -0.25
O -1.6081 -6.3156 -2.9205 -0.02 -0.09 -0.14 -0.53
C -0.5760 -6.2191 -1.9666 0.23 0.17 -0.02 -0.06
C -0.2018 -4.7774 -1.5860 -0.20 -0.25 0.05 -0.46
C -0.7870 -4.3402 -0.2378 0.28 -0.19 -0.18 -0.22
N -0.4927 -2.9578 0.0555 -0.05 0.20 0.12 -0.40
C 0.7303 -2.5338 0.4508 0.24 -0.51 0.11 0.57
O 1.6927 -3.2439 0.6401 0.13 0.08 0.02 -0.59
C 0.6388 -1.0177 0.6327 0.26 0.75 0.14 0.46
O 1.5539 -0.2949 0.9604 -0.04 -0.52 -0.07 -0.51
C -0.7341 -0.6682 0.3051 -0.66 0.23 -0.12 -0.27
C -1.2809 0.5695 0.2566 0.32 -0.38 0.13 0.46
O -2.5441 0.6982 -0.2087 0.12 -0.07 0.02 -0.65
C -0.5763 1.7772 0.7016 -0.10 0.29 0.11 -0.19
C -0.0581 1.8248 1.9927 -0.18 0.10 -0.22 -0.11
C 0.6019 2.9388 2.4625 0.15 0.23 0.20 -0.27
C 0.7757 4.0432 1.6295 -0.32 -0.19 -0.29 0.34
O 1.3898 5.2040 1.9502 -0.13 -0.11 -0.25 -0.49
C 2.1459 5.3493 3.1378 0.55 0.18 0.21 -0.06
C 3.6320 5.0138 2.9352 -0.25 -0.09 0.12 -0.24
C 4.4324 5.5240 4.1311 -0.18 0.02 -0.26 -0.61
C 3.8653 3.5183 2.7372 -0.03 0.27 -0.17 -0.61
C 0.2492 3.9948 0.3366 0.13 0.07 0.19 -0.27
C -0.4236 2.8866 -0.1412 0.07 -0.13 0.14 0.04
C -0.9287 2.8871 -1.5568 0.03 0.03 -0.01 -0.65
C -1.4669 -1.9074 -0.1470 -0.34 0.32 -0.02 -0.06
C -1.8841 -1.8077 -1.5954 -0.16 -0.10 -0.24 -0.07
C -0.9596 -1.4635 -2.5766 -0.26 -0.03 -0.02 -0.17
C -1.3722 -1.4043 -3.8960 0.08 0.00 0.16 -0.25
C -2.6986 -1.6957 -4.1840 0.15 0.06 -0.17 0.03
N -3.5847 -2.0182 -3.2594 -0.53 -0.10 -0.26 -0.41
C -3.1863 -2.0710 -2.0012 0.39 0.06 0.33 0.04
H -2.9607 -4.8484 -2.3230 -0.01 -0.02 0.02 0.16
H -3.5837 -6.2305 -3.2453 -0.07 0.06 0.07 0.20
H -3.1405 -6.4423 -1.5318 -0.02 0.00 0.01 0.16
H 0.2736 -6.7093 -2.4465 -0.04 0.01 0.16 0.20
H -0.8419 -6.7886 -1.0627 0.02 -0.04 -0.04 0.16
H 0.8824 -4.6853 -1.5196 0.02 0.04 -0.01 0.23
H -0.5480 -4.1137 -2.3807 0.03 -0.03 -0.01 0.22
H -1.8714 -4.4672 -0.2149 0.02 -0.02 0.04 0.20
H -0.3370 -4.9498 0.5528 -0.14 0.03 -0.03 0.22
H -2.8086 1.6277 -0.1908 0.08 -0.07 0.10 0.50
H -0.1853 0.9713 2.6397 0.03 -0.09 0.06 0.22
H 0.9872 2.9254 3.4682 0.06 0.02 0.08 0.22
H 1.7272 4.7644 3.9617 -0.02 0.04 -0.01 0.17
H 2.0519 6.4106 3.3911 -0.02 -0.16 0.04 0.19
H 3.9612 5.5420 2.0338 -0.06 0.02 0.04 0.20
H 4.1012 5.0358 5.0454 0.00 -0.06 0.16 0.20
H 5.4889 5.3098 3.9933 0.11 -0.01 0.04 0.22
H 4.3123 6.5983 4.2511 0.03 0.13 0.07 0.21
H 3.3048 3.1373 1.8872 0.00 -0.11 -0.05 0.22
H 3.5693 2.9620 3.6242 -0.05 -0.10 0.11 0.20
H 4.9208 3.3292 2.5569 0.11 -0.07 -0.01 0.21
H 0.3975 4.8542 -0.2990 0.03 0.11 -0.09 0.22
H -1.9096 3.3624 -1.6188 -0.06 -0.01 -0.09 0.22
H -0.2528 3.4572 -2.1896 0.00 0.03 -0.07 0.23
H -1.0056 1.8787 -1.9579 -0.03 -0.03 -0.08 0.23
H -2.3591 -2.0926 0.4692 0.09 -0.01 -0.08 0.21
H 0.0655 -1.2515 -2.3034 0.11 0.02 -0.01 0.22
H -0.6812 -1.1431 -4.6823 0.04 0.01 -0.09 0.22
H -3.0707 -1.6711 -5.1994 0.06 0.03 -0.12 0.19
H -3.9500 -2.3336 -1.2792 -0.01 -0.02 0.18 0.19
```
Positions in Å, forces in eV/Å.